1.
{"formula": "C28H13Br2Cl7N2OSTm", "method": "ωB97M-V with the def2-TZVPD basis set", "elements": ["Tm", "Br", "C", "C", "C", "C", "O", "C", "C", "N", "C", "C", "C", "C", "C", "C", "C", "C", "N", "C", "C", "H", "H", "H", "H", "H", "H", "H", "H", "H", "H", "Cl", "C", "C", "C", "Cl", "C", "Cl", "C", "Cl", "C", "Cl", "Cl", "C", "C", "C", "C", "C", "Cl", "C", "S", "H", "H", "H", "Br"], "coordinates": [[0.62908, -0.46821, 1.20726], [1.30042, -7.86540, 0.86892], [0.59741, -6.14326, 1.09894], [-0.08010, -5.78654, 2.34701], [-0.42738, -4.50345, 2.53707], [-0.17905, -3.46692, 1.57098], [-0.38258, -2.22882, 1.91045], [0.39379, -3.81544, 0.29301], [0.50445, -2.95480, -0.82400], [0.17559, -1.64150, -0.75758], [-0.00904, -0.92168, -1.90927], [-0.00804, -1.41147, -3.22746], [-0.41461, -0.64522, -4.33245], [-0.94974, 0.62836, -4.10112], [-1.01691, 1.16789, -2.75631], [-1.62350, 2.41384, -2.44677], [-1.55698, 2.86840, -1.12289], [-0.82194, 2.16968, -0.20133], [-0.36202, 0.93500, -0.39619], [-0.51521, 0.40795, -1.66151], [0.84546, -5.18743, 0.15737], [-0.06756, -6.59713, 3.12088], [-0.78207, -4.10010, 3.47512], [1.04734, -3.36506, -1.63071], [0.52942, -2.35206, -3.38262], [-0.22478, -0.95931, -5.33189], [-1.27004, 1.26186, -4.93781], [-2.04399, 3.02180, -3.27258], [-1.99484, 3.84855, -0.79560], [-0.57699, 2.59339, 0.76143], [1.44571, -5.39903, -0.76811], [0.99585, 0.16335, 3.94972], [-0.76723, 0.38112, 3.59098], [-1.33964, 0.21015, 2.34526], [-2.68324, 0.40204, 2.12951], [-3.40351, -0.06883, 0.63719], [-3.49037, 0.90795, 3.19922], [-5.06749, 1.37595, 2.89439], [-3.00970, 1.04305, 4.46329], [-4.06500, 1.55884, 5.70804], [-1.62732, 0.86397, 4.63109], [-0.87541, 0.98537, 6.17418], [3.61924, 0.70778, -0.98462], [3.09582, 2.35149, -1.24977], [3.25627, 2.90978, -2.52411], [2.72897, 4.23630, -2.73867], [1.95599, 4.80875, -1.75026], [1.76656, 4.14512, -0.50992], [0.68305, 4.92153, 0.59510], [2.36209, 2.92074, -0.15308], [2.27410, 2.29396, 1.43447], [3.73655, 2.38294, -3.28329], [2.95230, 4.77067, -3.66426], [1.60320, 5.84412, -1.80367], [3.13762, -1.62005, 1.41698]], "forces_ev_per_a": [[1.17, 0.59, -0.12], [0.05, -0.46, 0.04], [-0.43, 1.32, 0.62], [1.64, -1.85, -0.95], [-0.18, 1.17, 0.20], [0.35, 1.17, -0.40], [-0.01, -2.09, -0.18], [-0.21, -1.35, 0.75], [-0.07, 2.62, 2.53], [0.92, -3.14, 0.03], [-1.43, 0.68, -1.63], [1.19, 0.03, 1.08], [-0.40, 2.17, 1.38], [0.35, -0.52, 0.38], [-0.29, -0.48, -0.47], [0.36, 0.40, 0.67], [-1.00, 1.61, -1.90], [0.63, -1.66, 0.99], [-0.51, 0.55, -1.75], [0.66, 0.23, -0.44], [0.16, 0.53, -1.03], [-0.49, 1.09, -0.63], [-0.20, -0.31, 0.16], [0.01, -0.40, -1.41], [-0.60, 0.12, -0.15], [-0.13, -0.42, -0.53], [0.07, -0.29, 0.40], [0.12, -0.43, 0.76], [0.53, -1.07, -0.58], [-0.15, 0.03, 0.14], [-0.74, -0.09, 1.01], [-1.24, -0.01, -0.55], [-2.80, 1.65, 1.05], [1.45, -0.25, -0.15], [0.13, 0.57, 2.35], [-0.18, 0.14, -0.40], [0.58, -1.04, -2.50], [-1.73, 0.25, -0.55], [1.87, 0.35, 0.34], [0.28, 0.06, 0.56], [1.61, -1.36, 0.15], [-0.42, 0.38, 0.77], [0.17, 0.20, -0.32], [-0.54, -0.37, -0.47], [-1.63, 2.29, 2.23], [0.55, -1.46, 0.07], [0.35, 0.02, 1.03], [0.17, 0.12, -1.04], [-0.01, 0.47, 0.31], [0.22, 0.99, -1.27], [-0.52, -0.99, 0.38], [0.83, -0.77, -1.03], [-0.19, -0.21, 0.24], [-0.08, -0.51, -0.26], [-0.24, -0.30, 0.11]], "homo_lumo_gap_ev": [5.7, 5.7], "multiplicity": 3, "total_charge": -1, "lumo_ev": [0.95, 0.95], "s_squared": 2.00}

2.
{"formula": "C4H9NO", "method": "ωB97M-V with the def2-TZVPD basis set", "elements": ["C", "N", "C", "C", "C", "O", "H", "H", "H", "H", "H", "H", "H", "H", "H"], "coordinates": [[-0.98919, -1.38348, 0.53043], [-0.38558, -0.07429, 0.53621], [-0.91762, 1.11892, -0.09371], [1.05481, -0.06814, 0.59432], [1.64612, 0.11389, -0.64724], [0.93399, 0.44760, -1.74469], [-1.95434, -1.48814, 0.12905], [-0.32988, -2.15514, 0.07355], [-1.00995, -1.75054, 1.56848], [-1.79023, 1.36146, 0.52647], [-1.21495, 1.00299, -1.17792], [-0.13497, 1.84959, -0.04512], [1.49778, 0.27368, 1.51366], [1.01455, 1.20078, -0.90558], [2.57945, -0.44920, -0.85792]], "forces_ev_per_a": [[2.13, -1.00, 1.21], [1.17, 0.87, 0.37], [-2.27, -1.49, -0.23], [-1.31, 0.83, -2.02], [2.45, -5.25, 1.78], [0.37, 1.73, 1.59], [-1.26, 0.43, -0.69], [-0.33, 0.55, -0.40], [-0.43, 0.10, -0.02], [0.03, 0.84, -0.46], [0.14, 0.11, 1.10], [-0.22, 0.99, 0.39], [0.69, -0.90, 0.43], [-1.57, 0.76, -3.36], [0.40, 1.46, 0.30]], "homo_lumo_gap_ev": 8.8, "lumo_ev": 0.86, "e_above_lowest_ev": 6.157}

3.
{"formula": "C50H44F8N2O5PS3", "method": "ωB97M-V with the def2-TZVPD basis set", "elements": ["C", "P", "O", "S", "O", "O", "N", "S", "O", "O", "N", "C", "S", "H", "H", "H", "H", "F", "C", "C", "C", "C", "C", "C", "H", "H", "H", "H", "H", "F", "C", "C", "C", "C", "C", "C", "H", "H", "H", "H", "H", "F", "C", "C", "C", "C", "C", "C", "H", "H", "H", "H", "H", "F", "C", "C", "C", "C", "C", "C", "H", "H", "H", "H", "H", "F", "C", "C", "C", "C", "C", "C", "H", "H", "H", "H", "H", "F", "C", "C", "C", "C", "C", "C", "H", "H", "H", "H", "H", "F", "C", "C", "C", "C", "C", "C", "H", "H", "H", "H", "H", "F", "C", "C", "C", "C", "C", "C", "H", "H", "H", "H", "H"], "coordinates": [[-2.46116, -0.73017, 6.14447], [-2.60115, -1.95291, 4.71343], [-3.37781, -1.16382, 3.43265], [-0.58787, -2.37975, 3.99333], [0.33636, -2.59059, 5.12403], [-0.72525, -3.67842, 3.29478], [-0.06648, -1.29310, 2.82697], [0.30122, 0.19221, 3.45345], [-0.88364, 1.04730, 3.69510], [1.10185, 0.88124, 2.41512], [1.29547, 0.13538, 4.87639], [2.42754, 0.52342, 4.57607], [3.78858, 1.35768, 4.38877], [-3.45330, -0.51869, 6.60666], [-1.70812, -1.14258, 6.86380], [-2.06393, 0.23678, 5.73887], [-3.38262, -0.22396, 3.70086], [-5.51754, 0.14155, 4.78266], [-6.34514, 0.69710, 3.87845], [-5.83045, 1.15962, 2.67941], [-6.68727, 1.72830, 1.74678], [-8.04535, 1.83793, 2.02610], [-8.54845, 1.37395, 3.23540], [-7.69522, 0.79490, 4.16579], [-4.76934, 1.07372, 2.48097], [-6.29642, 2.08657, 0.80227], [-8.71188, 2.28619, 1.29807], [-9.60525, 1.46299, 3.45456], [-8.07013, 0.42117, 5.10791], [3.22179, -1.63338, -3.29381], [2.58643, -2.26115, -2.27642], [2.33293, -3.61650, -2.37227], [1.68460, -4.26118, -1.32472], [1.29059, -3.54025, -0.20271], [1.54846, -2.17693, -0.12360], [2.20551, -1.53316, -1.16445], [2.64070, -4.15940, -3.25841], [1.48619, -5.32496, -1.38363], [0.78107, -4.04160, 0.61299], [1.23694, -1.61628, 0.75000], [2.42224, -0.47293, -1.11560], [4.54209, -11.19328, -2.64636], [4.28211, -9.95844, -2.17623], [4.98418, -8.87968, -2.68228], [4.71190, -7.60542, -2.20023], [3.75001, -7.42757, -1.21244], [3.05570, -8.52129, -0.70959], [3.31863, -9.79515, -1.19775], [5.73552, -9.03945, -3.44586], [5.24975, -6.75138, -2.59397], [3.54211, -6.43354, -0.83445], [2.30921, -8.38202, 0.06315], [2.78160, -10.65823, -0.82425], [4.06773, 3.03990, -7.60850], [3.98630, 1.73692, -7.26912], [3.93625, 0.78003, -8.26567], [3.85728, -0.56199, -7.91444], [3.81890, -0.92835, -6.57343], [3.86515, 0.04454, -5.58235], [3.95502, 1.38592, -5.93210], [3.95908, 1.08559, -9.30454], [3.82499, -1.32181, -8.68614], [3.75288, -1.97517, -6.30081], [3.83138, -0.24091, -4.53935], [4.00080, 2.15784, -5.17329], [8.19619, 6.90521, -3.78818], [6.96386, 6.36153, -3.77452], [6.17062, 6.50800, -2.65127], [4.89818, 5.95061, -2.64123], [4.43966, 5.24580, -3.74898], [5.24996, 5.10251, -4.86902], [6.51805, 5.66841, -4.88436], [6.54837, 7.05327, -1.79524], [4.26459, 6.06474, -1.77014], [3.44833, 4.80772, -3.73768], [4.89414, 4.54976, -5.73051], [7.15987, 5.57427, -5.75205], [9.13983, 0.82905, -7.08431], [9.84587, 1.94080, -6.81975], [9.22551, 3.00346, -6.18757], [9.95825, 4.15055, -5.91027], [11.29743, 4.22501, -6.27735], [11.90630, 3.15161, -6.91618], [11.17862, 1.99936, -7.18492], [8.17907, 2.92963, -5.91653], [9.48570, 4.98669, -5.40868], [11.86647, 5.12242, -6.06406], [12.94870, 3.21179, -7.20547], [11.63845, 1.14968, -7.67411], [-10.08079, -0.51151, 5.01123], [-10.81161, -1.41969, 4.34078], [-11.84960, -0.99099, 3.53365], [-12.60046, -1.92928, 2.83750], [-12.31109, -3.28300, 2.96509], [-11.26785, -3.69930, 3.78373], [-10.50893, -2.76231, 4.47237], [-12.06479, 0.06748, 3.45339], [-13.41121, -1.60532, 2.19619], [-12.90049, -4.01439, 2.42450], [-11.04521, -4.75448, 3.88574], [-9.68671, -3.06720, 5.10768], [-4.65410, 2.82785, 8.61638], [-5.54375, 3.57015, 7.93642], [-6.02922, 3.10713, 6.72682], [-6.95296, 3.87279, 6.02672], [-7.37151, 5.09574, 6.54039], [-6.87164, 5.55090, 7.75467], [-5.95583, 4.78181, 8.46099], [-5.68520, 2.15564, 6.33977], [-7.34600, 3.51648, 5.08174], [-8.08929, 5.69448, 5.99147], [-7.19518, 6.50573, 8.15186], [-5.56193, 5.11604, 9.41279]], "forces_ev_per_a": [[0.81, 0.86, -1.06], [-1.60, -0.73, 0.30], [1.01, 0.38, 1.80], [2.46, -2.42, -1.01], [-1.20, 1.47, -0.41], [-0.81, 2.00, 0.00], [0.35, 0.71, 3.14], [-1.64, 2.26, -4.85], [1.08, -1.93, 1.51], [-0.16, -1.56, 1.42], [1.15, -0.07, -1.17], [0.35, 1.63, 1.00], [-1.53, -1.58, 0.19], [0.70, -0.56, -0.32], [-0.80, 0.26, -0.56], [-0.20, -0.63, 0.49], [0.17, -0.24, -0.63], [-0.03, 0.08, 0.15], [-0.44, 0.27, -0.52], [0.29, -0.04, 0.03], [-0.16, -0.03, 0.19], [-0.03, 0.05, -0.05], [0.21, 0.05, -0.17], [0.12, -0.06, 0.27], [-0.04, -0.02, -0.03], [0.03, -0.03, 0.07], [0.04, -0.03, 0.04], [0.07, -0.04, 0.03], [0.10, 0.03, -0.02], [0.02, -0.17, 0.04], [-0.38, -0.35, 0.65], [0.15, -0.12, -0.30], [-0.01, 0.30, 0.13], [-0.04, -0.18, 0.04], [0.03, -0.04, -0.03], [0.09, 0.19, -0.12], [0.01, 0.04, 0.01], [-0.01, 0.06, -0.06], [0.01, 0.11, 0.00], [0.00, -0.02, -0.01], [-0.02, -0.03, 0.01], [0.03, -0.11, -0.05], [-0.12, 0.55, 0.21], [0.16, -0.05, -0.18], [-0.16, -0.15, 0.14], [0.00, 0.14, 0.04], [0.15, 0.03, -0.16], [-0.10, -0.20, 0.06], [-0.04, -0.03, 0.02], [-0.01, -0.06, 0.02], [0.03, -0.06, -0.01], [0.03, -0.02, -0.05], [0.05, 0.00, -0.02], [0.02, 0.16, -0.05], [-0.04, -0.64, 0.18], [0.02, 0.10, -0.26], [-0.01, 0.10, 0.27], [0.00, -0.07, -0.06], [0.08, 0.08, -0.14], [0.01, 0.21, 0.06], [0.01, 0.03, 0.04], [-0.01, 0.07, 0.01], [0.00, 0.07, 0.02], [0.05, 0.18, -0.26], [-0.01, -0.01, -0.02], [0.12, 0.04, -0.02], [-0.56, -0.24, 0.03], [0.09, 0.14, 0.18], [0.07, -0.07, -0.23], [-0.06, -0.02, 0.03], [-0.05, 0.06, 0.18], [0.20, -0.02, -0.19], [0.02, -0.01, -0.05], [0.07, -0.01, -0.02], [0.06, 0.02, 0.00], [0.05, 0.06, 0.01], [-0.01, 0.02, 0.02], [-0.03, -0.06, -0.02], [0.26, 0.43, 0.11], [-0.24, 0.00, 0.06], [0.16, -0.13, -0.13], [0.04, 0.08, 0.02], [-0.20, 0.06, 0.09], [0.09, -0.18, -0.11], [0.03, -0.04, 0.00], [0.02, -0.06, 0.00], [-0.03, -0.05, -0.01], [-0.05, -0.04, 0.02], [-0.06, 0.01, 0.01], [-0.21, -0.06, 0.15], [-0.31, -0.41, -0.30], [-0.02, 0.25, -0.01], [0.15, -0.16, 0.12], [-0.06, -0.04, -0.05], [-0.11, 0.20, -0.07], [0.19, -0.06, 0.17], [0.04, -0.03, 0.01], [0.05, 0.02, 0.05], [0.04, 0.04, 0.03], [0.03, 0.07, 0.00], [-0.02, 0.05, -0.01], [0.04, -0.03, 0.05], [-0.35, 0.28, -0.29], [0.06, -0.24, -0.10], [0.03, 0.18, 0.19], [-0.05, 0.03, -0.04], [0.00, -0.18, -0.14], [0.09, 0.07, 0.21], [0.02, 0.02, 0.04], [0.07, -0.03, 0.04], [0.05, -0.03, 0.03], [0.03, -0.06, 0.01], [0.03, -0.04, -0.04]], "homo_lumo_gap_ev": 7.8, "total_charge": -1, "lumo_ev": 1.98}

4.
{"formula": "C3H2ClF5O", "method": "ωB97M-V with the def2-TZVPD basis set", "elements": ["C", "C", "C", "H", "H", "O", "F", "F", "F", "F", "F", "Cl"], "coordinates": [[-1.57542, 0.02202, -0.27532], [0.48727, 0.56880, 0.63540], [1.26416, -0.55721, -0.05278], [-1.16281, 0.81553, -1.07014], [0.95660, 0.71466, 1.64412], [-0.80216, 0.24948, 0.87357], [-2.90347, 0.21009, 0.02431], [-1.52309, -1.26096, -0.66626], [2.53493, -0.21532, -0.13354], [1.15627, -1.67857, 0.73372], [0.90711, -0.92022, -1.34890], [0.66061, 2.05170, -0.36418]], "forces_ev_per_a": [[-0.38, 1.67, -1.08], [0.98, 0.14, 0.32], [0.23, -1.81, -0.88], [-1.52, -2.19, 1.21], [-0.23, 0.06, -1.12], [-2.04, -0.68, -0.14], [1.55, 0.43, 0.05], [0.37, 0.31, 0.04], [0.55, 0.02, 0.24], [0.07, 1.07, -0.91], [0.08, 0.80, 1.99], [0.32, 0.17, 0.30]], "homo_lumo_gap_ev": 12.5, "smiles": "FC(F)O[C@H](Cl)C(F)(F)F", "lumo_ev": 0.61, "e_above_lowest_ev": 0.482}